Model one:
ORCA calculation (wB97M-V/def2-TZVPD) on a cluster of 2 separate species, CHNO3 in total.

## Properties
E_HOMO (spin up / spin down) = -0.262 / -0.262 Ha
LUMO level (spin up / spin down) = -3.2 / -3.2 eV

```
! RIJCOSX wB97M-V def2-TZVPD def2/J DEFGRID3
* xyz 0 1
N 0.621 1.480 1.119
O 0.915 2.258 2.061
O 0.056 0.387 1.428
H -0.997 -2.218 -0.980
C -0.542 -1.395 -1.524
O -0.054 -0.511 -2.104
*
```


Model two:
ORCA calculation (wB97M-V/def2-TZVPD) on a cluster of 2 separate species, CHNO3 in total.

## Properties
E_HOMO (spin up / spin down) = -0.325 / -0.339 Ha
LUMO level (spin up / spin down) = -0.5 / -0.3 eV

```
! RIJCOSX wB97M-V def2-TZVPD def2/J DEFGRID3
* xyz 0 1
C -1.076 0.236 0.065
N 1.129 -0.329 -0.106
O -1.185 1.357 -0.254
O 1.823 0.659 0.086
O 1.145 -1.534 -0.223
H -1.836 -0.389 0.432
*
```


Q: Which of them is the least stable? A: model one.


Model one:
ORCA calculation (wB97M-V/def2-TZVPD) on an isolated molecule of C4H6I2.

## Properties
E_HOMO (spin up / spin down) = -0.292 / -0.292 Ha
LUMO level (spin up / spin down) = -0.5 / -0.5 eV

```
! RIJCOSX wB97M-V def2-TZVPD def2/J DEFGRID3
* xyz 0 1
C -1.047 0.582 0.983
C -0.163 1.286 0.059
C 0.009 -0.003 -0.693
C 1.154 -0.927 -0.418
I -1.567 -0.622 -1.948
I 0.564 -2.755 0.868
H -0.725 0.085 1.875
H -2.088 0.619 0.645
H -0.410 2.213 -0.657
H 0.877 1.383 0.519
H 1.930 -0.478 0.186
H 1.467 -1.382 -1.418
*
```


Model two:
ORCA calculation (wB97M-V/def2-TZVPD) on a cluster of 2 separate species, C4H6I2 in total.

## Properties
E_HOMO = -0.325 Ha
LUMO level = -0.1 eV

```
! RIJCOSX wB97M-V def2-TZVPD def2/J DEFGRID3
* xyz 0 1
C -0.112 -0.061 -1.397
C 0.381 1.216 -0.630
C -0.681 0.266 -0.087
C 0.046 -1.249 1.431
I 2.335 1.076 0.248
I -2.691 0.928 0.205
H -0.656 0.213 -2.302
H 0.718 -0.768 -1.438
H 0.173 2.317 -0.784
H 0.686 -0.528 2.033
H 0.526 -1.760 0.633
H -0.724 -1.650 2.089
*
```


Q: Which of them is the least stable? A: model two.


Model one:
ORCA calculation (wB97M-V/def2-TZVPD) on a cluster of 3 separate species, H5O3 in total.

## Properties
E_HOMO = -0.147 Ha
LUMO level = 5.0 eV

```
! RIJCOSX wB97M-V def2-TZVPD def2/J DEFGRID3
* xyz -1 1
O -1.221 0.151 0.601
H -1.240 -0.208 1.499
O 0.041 0.361 -1.777
H 0.516 -0.293 -1.254
H -0.731 0.541 -1.197
O 1.132 -0.443 1.109
H 0.113 -0.199 0.695
H 1.772 -0.382 0.395
*
```


Model two:
ORCA calculation (wB97M-V/def2-TZVPD) on a cluster of 3 separate species, H5O3 in total.

## Properties
E_HOMO = -0.152 Ha
LUMO level = 4.8 eV

```
! RIJCOSX wB97M-V def2-TZVPD def2/J DEFGRID3
* xyz -1 1
O 0.560 -0.050 0.572
H 1.116 -0.737 0.944
O 1.247 0.855 -1.764
H 0.355 1.066 -2.040
H 1.049 0.442 -0.822
O -1.730 -0.812 1.241
H -2.519 -0.400 0.882
H -0.846 -0.363 0.930
*
```


Q: Which of them is the least stable? A: model one.


Model one:
ORCA calculation (wB97M-V/def2-TZVPD) on a cluster of 3 separate species, CHNO3S in total.

## Properties
E_HOMO (spin up / spin down) = -0.382 / -0.382 Ha
LUMO level (spin up / spin down) = -3.2 / -3.2 eV

```
! RIJCOSX wB97M-V def2-TZVPD def2/J DEFGRID3
* xyz 0 1
C 0.264 1.550 0.182
N 1.403 1.409 0.054
O 2.647 1.520 0.107
O 3.040 -1.469 0.263
O 4.670 -0.065 -0.881
S 3.968 -0.379 0.326
H -1.315 0.698 0.212
*
```


Model two:
ORCA calculation (wB97M-V/def2-TZVPD) on a structure of composition CHNO3S.

## Properties
E_HOMO = -0.388 Ha
LUMO level = -0.6 eV

```
! RIJCOSX wB97M-V def2-TZVPD def2/J DEFGRID3
* xyz 0 1
C -0.121 1.076 0.504
N -1.068 1.282 -0.198
O -2.201 1.354 -0.512
O -3.995 -1.343 -1.043
O -3.702 -0.344 1.216
S -4.140 -0.201 -0.170
H 1.148 1.429 0.981
*
```


Q: Which of them is the least stable? A: model one.


Model one:
ORCA calculation (wB97M-V/def2-TZVPD) on a structure of composition C25H41Cl3HgN3O3SSi.

## Properties
E_HOMO (spin up / spin down) = -0.062 / -0.068 Ha
LUMO level (spin up / spin down) = 1.6 / 1.6 eV

```
! RIJCOSX wB97M-V def2-TZVPD def2/J DEFGRID3
* xyz -1 1
C 2.478 -2.567 -2.816
C 2.038 -1.566 -3.814
H 2.149 -3.577 -3.096
H 1.988 -2.341 -1.866
H 3.571 -2.572 -2.679
C 1.865 -1.919 -5.105
C 1.981 -3.321 -5.641
H 1.684 -1.142 -5.860
H 1.424 -4.061 -5.031
H 3.038 -3.651 -5.699
H 1.560 -3.370 -6.662
Hg 2.834 -1.176 0.539
Cl 3.460 0.716 1.682
Cl 2.247 -3.400 0.159
C -0.151 3.154 2.075
O -0.668 2.138 2.533
N -0.822 4.033 1.288
C -2.226 3.781 0.993
C -0.250 5.274 0.775
H 0.903 3.415 2.291
H -2.653 3.198 1.813
H -2.310 3.210 0.061
H -2.751 4.738 0.862
H 0.565 5.597 1.442
H -1.035 6.045 0.736
H 0.131 5.174 -0.255
H 0.039 -4.214 2.436
H -1.090 -3.550 0.131
C -1.007 -4.314 2.766
C -2.063 -3.578 0.644
N -1.868 -3.359 2.064
H -1.056 -4.147 3.849
C -2.441 -2.277 2.660
O -3.312 -1.549 2.151
H -2.720 -2.781 0.294
H -2.028 -2.046 3.638
H -1.342 -5.338 2.542
H -2.520 -4.562 0.469
O 0.935 -0.215 -2.185
C 1.783 -0.131 -3.339
C -0.081 0.411 -4.935
C 1.170 0.769 -4.425
H -0.612 -0.438 -4.490
C -0.644 1.087 -6.015
H 2.729 0.316 -2.983
C 1.810 1.913 -4.942
H -1.632 0.791 -6.364
C 0.071 2.101 -6.653
C 1.284 2.530 -6.088
H 2.723 2.293 -4.465
H -0.318 2.551 -7.568
H 1.826 3.349 -6.559
Si -0.448 0.555 -1.591
Cl 0.226 -1.008 3.672
C -2.042 0.003 -2.434
C -0.143 2.383 -1.801
C -0.552 -0.019 0.180
H -2.180 0.437 -3.433
H -2.873 0.348 -1.803
H -2.097 -1.095 -2.513
H -0.081 -0.997 0.248
H -1.571 -0.126 0.586
H -0.015 0.655 0.854
H 0.257 2.613 -2.794
H 0.602 2.703 -1.062
H -1.051 2.980 -1.664
S -0.818 0.657 4.902
C -0.361 0.317 6.485
N -0.593 -0.951 6.985
C -0.069 -1.383 8.177
C 0.572 -0.474 9.000
C 0.821 0.834 8.534
C 0.295 1.237 7.317
H -1.048 -1.613 6.354
H -0.195 -2.455 8.396
H 0.805 -0.772 10.022
H 1.413 1.526 9.133
H 0.460 2.221 6.891
*
```


Model two:
ORCA calculation (wB97M-V/def2-TZVPD) on a structure of composition C25H41Cl3HgN3O3SSi.

## Properties
E_HOMO (spin up / spin down) = -0.196 / -0.196 Ha
LUMO level (spin up / spin down) = 2.1 / 2.1 eV

```
! RIJCOSX wB97M-V def2-TZVPD def2/J DEFGRID3
* xyz -1 1
C 2.255 -3.337 -2.955
C 1.931 -2.160 -3.818
H 2.400 -4.270 -3.520
H 1.432 -3.490 -2.239
H 3.171 -3.160 -2.375
C 1.693 -2.224 -5.138
C 1.478 -3.474 -5.926
H 1.664 -1.308 -5.743
H 0.750 -4.171 -5.480
H 2.403 -4.045 -6.101
H 1.094 -3.228 -6.932
Hg 3.237 -1.023 -0.698
Cl 3.750 1.426 -0.844
Cl 3.036 -2.550 1.201
C -0.078 4.161 1.940
O -0.313 3.010 2.296
N -1.022 5.005 1.448
C -2.386 4.546 1.235
C -0.631 6.252 0.819
H 0.935 4.628 2.001
H -2.640 3.770 1.967
H -2.519 4.146 0.214
H -3.046 5.415 1.348
H 0.323 6.563 1.264
H -1.403 7.003 1.008
H -0.497 6.141 -0.270
H -0.379 -3.635 2.463
H -0.676 -3.401 -0.268
C -1.360 -4.130 2.361
C -1.611 -3.951 -0.065
N -2.138 -3.635 1.244
H -1.942 -3.979 3.278
C -3.210 -2.794 1.434
O -4.075 -2.482 0.608
H -2.353 -3.713 -0.832
H -3.238 -2.407 2.468
H -1.186 -5.206 2.205
H -1.355 -5.019 -0.108
O 1.675 -0.743 -1.889
C 2.001 -0.759 -3.254
C -0.134 0.052 -4.396
C 1.133 0.294 -3.877
H -0.535 -0.968 -4.421
C -0.808 1.104 -5.041
H 3.041 -0.417 -3.406
C 1.770 1.512 -4.067
H -1.800 0.921 -5.466
C -0.193 2.351 -5.248
C 1.103 2.541 -4.734
H 2.810 1.633 -3.744
H -0.731 3.177 -5.777
H 1.618 3.489 -4.910
Si -0.130 0.140 -0.561
Cl -1.736 -0.344 1.483
C -1.260 -1.171 -1.286
C -0.247 1.819 -1.473
C 0.905 0.416 1.004
H -2.013 -0.680 -1.937
H -1.827 -1.625 -0.443
H -0.728 -1.945 -1.876
H 0.832 -0.634 1.310
H 0.421 1.225 1.635
H 1.998 0.663 0.934
H -0.944 1.790 -2.347
H 0.749 2.264 -1.804
H -0.672 2.410 -0.624
S -0.570 2.074 4.962
C -0.315 0.961 6.159
N -0.597 -0.416 6.151
C -0.166 -1.241 7.177
C 0.464 -0.701 8.294
C 0.636 0.700 8.390
C 0.147 1.516 7.381
H -1.178 -0.772 5.376
H -0.309 -2.322 7.053
H 0.808 -1.349 9.102
H 1.157 1.158 9.227
H 0.132 2.602 7.452
*
```


Q: Which of them is the least stable? A: model two.


Model one:
ORCA calculation (wB97M-V/def2-TZVPD) on an isolated molecule of C9H11PS.

## Properties
SMILES = S=P/C=C\CCC1C=CC=C1
E_HOMO = -0.297 Ha
LUMO level = -0.9 eV

```
! RIJCOSX wB97M-V def2-TZVPD def2/J DEFGRID3
* xyz 0 1
S 3.785 0.328 -0.629
P 2.601 -0.894 0.247
C 1.610 0.223 1.341
C 0.757 1.200 1.022
C 0.308 1.476 -0.362
C 0.056 0.405 -1.394
C -0.674 -0.819 -0.819
C 0.158 -1.974 -0.508
C -0.052 -2.379 0.741
C -0.995 -1.456 1.395
C -1.508 -0.599 0.466
H 1.900 -0.022 2.373
H 0.319 1.706 1.876
H -0.700 1.912 -0.431
H 1.072 2.179 -0.895
H 1.000 0.051 -1.724
H -0.389 0.977 -2.255
H -1.371 -1.128 -1.611
H 0.679 -2.455 -1.343
H 0.486 -3.147 1.202
H -1.365 -1.641 2.329
H -2.278 0.166 0.340
*
```


Model two:
ORCA calculation (wB97M-V/def2-TZVPD) on a structure of composition C9H11PS.

## Properties
E_HOMO = -0.308 Ha
LUMO level = -0.1 eV

```
! RIJCOSX wB97M-V def2-TZVPD def2/J DEFGRID3
* xyz 0 1
C -3.057 0.798 -1.663
C -3.292 -0.282 -0.800
C -1.763 1.336 -1.674
C -2.171 -0.742 -0.089
C -0.659 0.774 -1.059
C -0.869 -0.270 -0.169
C 3.103 -0.783 1.096
C 2.633 0.600 1.639
C 0.223 -0.857 0.670
P 1.767 -1.303 -0.267
S 0.930 0.624 2.301
H -3.897 1.086 -2.326
H -4.146 -0.908 -0.638
H -1.706 2.209 -2.412
H -2.240 -1.642 0.606
H 0.361 1.112 -1.227
H 3.996 -0.832 0.549
H 3.083 -1.434 1.872
H 3.234 0.916 2.388
H 2.469 1.414 0.788
H 0.035 -1.703 1.425
H 1.966 -0.110 -1.012
*
```


Q: Which of them is the least stable? A: model one.


Model one:
ORCA calculation (wB97M-V/def2-TZVPD) on a cluster of 2 separate species, C2HClF2S in total.

## Properties
E_HOMO (spin up / spin down) = -0.366 / -0.365 Ha
LUMO level (spin up / spin down) = -3.8 / -3.8 eV

```
! RIJCOSX wB97M-V def2-TZVPD def2/J DEFGRID3
* xyz 0 1
C 0.815 -0.131 -0.222
C -0.308 -0.169 0.603
F -0.662 0.776 1.497
F -1.035 -1.240 0.656
S 1.499 -1.437 -1.096
Cl -1.504 1.341 -1.265
H 1.194 0.860 -0.172
*
```


Model two:
ORCA calculation (wB97M-V/def2-TZVPD) on an isolated molecule of C2HClF2S.

## Properties
SMILES = FC(F)C(=S)Cl
E_HOMO = -0.364 Ha
LUMO level = -1.4 eV

```
! RIJCOSX wB97M-V def2-TZVPD def2/J DEFGRID3
* xyz 0 1
F 0.808 1.796 -0.751
C 0.523 0.571 -0.197
F -0.064 0.871 1.056
C 1.802 -0.215 -0.060
S 1.893 -1.790 0.334
Cl 3.179 0.762 -0.376
H -0.262 0.031 -0.974
*
```


Q: Which of them is the least stable? A: model one.


Model one:
ORCA calculation (wB97M-V/def2-TZVPD) on a cluster of 2 separate species, C7H16O3 in total.

## Properties
SMILES = CC(C)(O)C=O.CC(C)O
E_HOMO = -0.357 Ha
LUMO level = 0.4 eV

```
! RIJCOSX wB97M-V def2-TZVPD def2/J DEFGRID3
* xyz 0 1
C -0.120 -2.218 0.000
C 0.893 -1.272 -0.637
C 2.247 -1.953 -0.838
O 0.470 -0.839 -1.935
C 1.126 -0.033 0.243
O 1.199 -0.147 1.513
H -1.084 -1.724 0.132
H 0.224 -2.529 0.985
H -0.254 -3.097 -0.630
H 2.668 -2.249 0.123
H 2.939 -1.274 -1.337
H 2.120 -2.836 -1.464
H -0.474 -0.646 -1.905
H 1.761 0.718 -0.258
C -2.306 1.099 -0.022
C -1.003 1.412 0.690
C -0.478 2.827 0.499
O -0.919 0.932 1.926
H -2.252 1.336 -1.085
H -3.095 1.716 0.415
H -2.584 0.057 0.124
H -0.097 0.713 0.046
H 0.508 2.923 0.952
H -1.153 3.520 1.006
H -0.426 3.098 -0.555
H 0.089 0.466 2.013
*
```


Model two:
ORCA calculation (wB97M-V/def2-TZVPD) on a cluster of 3 separate species, C7H16O3 in total.

## Properties
SMILES = C=CCCCCC=O.O.O
E_HOMO = -0.349 Ha
LUMO level = 0.5 eV

```
! RIJCOSX wB97M-V def2-TZVPD def2/J DEFGRID3
* xyz 0 1
C 1.024 -1.926 -2.152
C 0.635 -0.814 -1.550
C 0.625 -0.621 -0.069
C -0.793 -1.113 0.479
C -1.930 -0.350 -0.126
C -2.010 1.092 0.464
C -2.325 0.989 1.933
O -1.543 1.108 2.829
H 1.006 -2.194 -3.196
H 1.431 -2.754 -1.540
H 0.439 0.028 -2.215
H 1.291 -1.212 0.555
H 0.717 0.406 0.220
H -0.909 -2.196 0.283
H -0.669 -1.188 1.566
H -2.887 -0.870 -0.040
H -1.766 -0.265 -1.202
H -1.124 1.711 0.442
H -2.879 1.549 -0.022
H -3.423 0.789 2.080
O 2.581 1.640 -1.582
H 2.452 2.479 -2.039
H 3.508 1.433 -1.797
O 2.301 0.785 2.610
H 2.853 0.775 1.812
H 1.396 0.719 2.257
*
```


Model three:
ORCA calculation (wB97M-V/def2-TZVPD) on a cluster of 2 separate species, C7H16O3 in total.

## Properties
SMILES = CC[C@@](C)(O)OC.CC=O
E_HOMO = -0.361 Ha
LUMO level = 0.8 eV

```
! RIJCOSX wB97M-V def2-TZVPD def2/J DEFGRID3
* xyz 0 1
C 1.279 1.238 -1.187
C 1.509 0.017 -0.303
C 0.297 -1.046 -0.239
C 0.726 -2.346 -0.931
O -0.071 -1.396 1.047
O -0.791 -0.442 -0.925
C -2.031 -1.117 -0.876
H 2.199 1.814 -1.281
H 0.494 1.887 -0.799
H 0.955 0.933 -2.181
H 2.352 -0.538 -0.717
H 1.865 0.310 0.685
H 1.609 -2.724 -0.424
H 0.956 -2.151 -1.975
H -0.063 -3.090 -0.849
H 0.082 -0.668 1.694
H -2.261 -1.434 0.146
H -2.078 -1.973 -1.559
H -2.791 -0.408 -1.208
C -1.163 1.986 1.395
C 0.138 1.760 2.079
O 0.411 0.748 2.688
H -1.284 3.008 1.064
H -1.974 1.701 2.071
H -1.224 1.338 0.522
H 0.862 2.594 2.062
*
```


Q: Which of them is the least stable? A: model two.